[1]
DFT (ωB97M-V with the def2-TZVPD basis set) results for a molecular structure, C38H35N5O6S2Si2Sn.

HOMO (hartree): -0.270
Energy above the lowest of the compared OMol25 structures with the same formula, charge and spin (kcal/mol): 1.83

Positions of all 89 atoms, in Å:
H  6.2709  1.2776  4.0384
C  -1.5942  1.6041  -4.2714
C  -4.3705  -0.6154  -2.0252
H  -5.4255  -0.9002  -1.9937
H  -0.1830  2.5668  0.6701
C  7.7433  1.2076  2.4629
H  -4.4610  4.0961  -4.2799
C  -2.5292  3.0784  -2.6448
C  -2.1352  2.1754  -1.6712
H  -4.3112  0.4572  -2.2212
C  -0.7931  -0.2368  3.4902
O  -0.4415  -2.9163  -0.9930
C  1.5057  1.8389  -1.5937
H  1.0739  -3.1058  2.0691
C  -2.5925  3.7281  -5.0971
C  1.7976  -2.3012  2.1182
C  -5.7642  1.6600  1.7282
N  1.1223  -0.6195  -1.6133
H  -5.9727  0.2599  0.1326
H  2.2383  0.5971  0.7202
N  -1.5100  1.0337  -1.9538
H  -1.3546  1.3621  -5.2978
C  -4.3304  -2.6503  0.2348
H  2.0919  3.8834  -1.7199
C  2.3200  2.8677  -2.0155
C  -0.3551  2.3117  1.7150
C  -2.2525  2.7875  -3.9726
C  -3.0563  0.9205  1.7444
H  -0.9935  -1.2992  3.3557
H  -0.9776  3.0997  2.1472
C  3.8011  -1.3420  2.9934
H  -4.0886  4.9481  -5.7414
H  -5.4128  -2.5297  0.3288
C  3.5753  -0.2470  2.1658
C  7.1140  -1.4177  2.1833
C  2.9463  0.2929  -2.7657
H  0.6316  2.0161  -0.9864
O  -1.3833  -2.4636  1.5155
O  -1.8414  -5.1588  2.8910
Sn  -0.9473  -1.0181  -0.1306
H  1.2923  -2.6736  -1.9472
H  -4.1352  -3.4862  -0.4421
H  4.2484  0.5992  2.1516
H  6.8970  -2.4694  2.0552
S  3.1017  -1.4104  -3.0442
O  -2.3315  -6.9198  0.4642
C  -1.2524  0.7559  -3.2352
S  5.1655  -1.4281  4.1251
H  -3.9122  -1.1415  -2.8658
C  1.6855  -1.6786  -2.1066
H  -2.8986  2.3184  3.3775
C  6.4362  -0.6653  3.1317
C  -3.9403  0.3077  0.8339
C  6.7640  0.6722  3.2898
H  -2.3325  2.3657  -0.6208
C  2.4499  -0.2504  1.3637
C  3.4371  2.6185  -2.8231
C  -1.6305  -4.9372  1.7237
H  0.6091  2.3250  2.2297
C  -0.7890  -3.9013  -0.2041
H  3.0296  -3.2600  3.5939
C  -1.6448  -5.9427  0.5672
H  4.0539  3.4452  -3.1492
Si  -3.5353  -1.0802  -0.3994
O  -1.8291  3.9075  -6.0209
H  -6.8100  1.9417  1.7083
C  -5.2830  0.7124  0.8390
H  -5.2714  2.9398  3.3825
N  1.5719  -1.2526  1.3280
C  2.8898  -2.3888  2.9678
C  8.0767  -0.7839  1.4110
H  4.6213  1.1394  -3.8331
O  -0.1516  -5.9059  -1.3965
C  1.8216  0.5327  -1.9703
H  -1.4278  0.1350  4.2988
H  8.0236  2.2513  2.5521
C  -4.9016  2.2278  2.6551
C  3.7609  1.3342  -3.2070
Si  -1.1934  0.6360  1.8951
N  8.3849  0.5064  1.5327
H  -3.9283  -2.9116  1.2145
C  -0.7449  -5.3323  -0.5131
N  -3.7984  4.3438  -4.9915
H  8.6276  -1.3381  0.6596
H  -0.7501  -0.1859  -3.4259
H  -3.0205  4.0000  -2.3601
H  0.2545  -0.1146  3.7759
C  -1.2806  -3.6698  1.0632
C  -3.5650  1.8637  2.6489

=====

[2]
DFT (ωB97M-V with the def2-TZVPD basis set) results for a molecular structure, C38H36F5N4OP2Pt at a distorted geometry.

Total charge: +1
HOMO (hartree): -0.374

Positions of all 87 atoms, in Å:
C  -2.9116  1.7148  2.1301
H  1.3187  0.3458  -2.8578
H  1.3367  6.3519  -0.8576
H  -0.7849  5.3454  2.0184
C  -3.1670  2.2306  3.3891
H  -6.5527  -2.6196  -1.2522
P  -1.7417  -0.1460  0.3953
F  -2.1656  -6.8561  -2.8629
C  -5.6637  -2.0926  -0.9394
C  -0.4213  1.1569  -1.9311
H  4.7252  -3.3120  1.4838
C  -3.3241  -0.8316  -0.1536
C  2.0466  -4.0269  -0.4258
C  -4.8620  -1.4730  -1.8860
H  -3.7745  3.1180  3.4913
H  0.7571  6.8257  0.7408
C  -1.7043  -6.3621  -0.5864
H  -3.0545  -0.3882  -2.2379
C  -1.8725  0.4703  4.3885
C  3.0953  -4.2338  0.4510
Pt  0.1104  -1.4554  0.7270
H  6.4971  2.2104  0.0984
N  1.1073  0.9183  1.9334
C  -0.9675  4.7257  1.1447
P  2.0167  0.2503  -0.5797
H  -1.8693  5.0928  0.6624
H  -3.8538  -1.4313  1.8425
C  -2.6507  1.6096  4.5159
H  4.1604  -1.0499  0.7661
H  -0.9750  -0.9246  3.0201
C  3.5513  -1.8770  0.4284
H  1.4665  -4.8663  -0.7867
C  -1.9106  -5.9607  -1.9084
H  -2.2026  1.8110  -0.9362
C  1.4822  4.2189  0.8333
N  1.4042  0.0473  1.0356
C  -1.2836  -4.0475  0.1202
H  -5.9628  -2.5144  1.1328
H  -5.1440  -1.4912  -2.9284
C  5.3607  0.9790  -2.8345
C  6.2058  1.6060  -1.9352
N  1.1120  2.1703  1.8862
N  1.4857  2.7737  0.7566
H  2.1718  2.7800  -1.1584
C  3.7242  0.7109  -1.1057
F  -1.7700  -7.6553  -0.2756
H  5.6523  0.8538  -3.8653
H  -0.3618  6.7440  -0.6155
C  1.7848  2.1485  -0.3675
H  -2.8682  2.0105  5.4939
C  2.4721  -1.6327  -0.4221
H  0.3605  -0.8439  -1.9854
C  -1.5112  -3.6982  -1.2284
H  4.2672  1.4446  0.8358
C  0.2197  4.8197  0.1895
C  0.5058  6.2754  -0.1612
C  -3.6932  -0.8443  -1.4970
C  4.5819  1.3171  -0.1930
F  -1.3425  -2.3897  -1.5826
C  -1.8316  -4.6080  -2.2182
H  3.4651  0.0208  -3.1125
C  -2.1074  0.5856  2.0033
H  -0.0493  2.1537  -2.1850
C  0.7526  0.1694  -1.9387
O  -1.0089  -3.1987  1.0453
C  5.8276  1.7478  -0.6085
C  1.7459  -2.7444  -0.8827
H  -1.0725  0.8567  -2.7538
C  -1.4166  -5.4321  0.3982
H  1.0387  -2.6596  -1.6962
H  1.5251  4.4764  1.8908
C  -1.2734  1.3087  -0.6571
F  -1.2226  -5.8422  1.6572
H  7.1544  1.9937  -2.2715
H  -0.0029  4.2655  -0.7318
H  -0.7664  1.9655  0.0537
C  -4.1423  -1.4377  0.8009
F  -2.0501  -4.1703  -3.4632
H  3.3109  -5.2246  0.8159
H  -1.4866  -0.0216  5.2650
H  -3.3405  2.1809  1.2529
H  -1.1404  3.7062  1.4854
C  -1.5907  -0.0372  3.1348
H  2.3811  4.5855  0.3348
C  3.8751  -3.1572  0.8403
C  4.1231  0.5221  -2.4190
C  -5.3143  -2.0545  0.4026

=====

[3]
DFT (ωB97M-V with the def2-TZVPD basis set) results for a molecular structure, C38H37BF4GeO2PtS2.

HOMO (hartree): -0.303
Energy above the lowest of the compared OMol25 structures with the same formula, charge and spin (kcal/mol): 0.00

Positions of all 86 atoms, in Å:
H  1.2664  -6.6465  2.1980
C  3.5979  0.1024  -2.7753
H  1.5822  -3.5690  -0.7607
H  -2.1396  -7.1944  -4.3262
H  -0.4475  -2.7702  4.3365
H  -2.7359  3.4821  4.3536
H  3.1259  4.0501  -0.2989
C  0.0658  4.8594  0.9188
H  -1.2742  5.6894  -2.0281
H  0.0904  5.5797  -3.1427
C  4.6405  0.0965  -1.8935
C  -0.7028  3.2908  5.0018
C  2.6318  4.7605  -0.9646
H  1.7313  1.6773  3.2595
C  2.1097  -0.7514  -1.0438
H  2.9085  5.7694  -0.6553
O  -1.3804  1.0736  0.4000
S  -0.0437  0.9817  1.1476
C  0.3072  2.6807  -1.5258
C  -0.2324  -1.0941  -1.5356
H  -0.9032  -0.5566  -3.5054
H  -0.9938  4.6160  1.0083
S  -1.9238  -1.5222  -1.0389
H  -2.3286  -2.5439  -3.7030
C  -2.1822  -4.6879  -3.5484
C  3.2093  -0.7545  -0.1510
C  0.3938  -3.3707  2.4413
H  -2.9000  -7.7328  -2.8290
Pt  -1.6223  2.2189  -1.2708
H  -1.0100  3.3952  7.1232
C  0.7477  2.0539  3.5169
C  0.5471  -1.5940  0.7668
C  -0.1577  -2.4329  3.3491
C  2.3076  -0.3192  -2.3758
H  -0.7260  -0.4114  3.6981
C  -1.7731  -4.2629  -0.8415
C  0.7574  -2.9494  1.1397
C  4.4428  -0.3389  -0.5665
H  -1.6825  -6.3937  -0.6736
F  -2.1905  3.3076  -2.9164
C  -0.9024  4.0698  6.2714
C  -2.0489  -7.1879  -3.2411
H  0.4700  2.6534  -2.6101
C  -0.0398  -0.6428  -2.8582
F  -3.9675  2.5323  -1.7005
C  -1.8029  -5.5530  -1.3475
F  -4.3394  3.4432  -3.7962
C  0.7993  -1.1435  -0.6346
C  -0.3181  -1.1262  2.9973
H  3.0640  -1.0916  0.8683
C  1.4985  -5.1876  0.6184
H  0.9929  1.9530  -1.0845
C  -0.1910  5.7779  -2.1078
H  -1.6421  -4.0937  0.2209
H  5.6212  0.4277  -2.2082
C  0.0529  -0.7116  1.7009
C  -1.5884  2.3398  2.9587
C  1.3154  -3.8913  0.2375
C  -2.1507  -3.3937  -3.0562
H  3.7397  0.4403  -3.7947
O  -2.8030  -0.7144  -1.9172
H  1.3902  2.9547  5.3443
C  -0.3333  1.8341  2.6740
C  -1.7612  3.0682  4.1269
C  -2.0022  -5.7831  -2.7058
Ge  0.6821  4.5097  -0.9089
C  1.1230  -5.6125  1.9126
H  5.2755  -0.3436  0.1248
F  -3.7449  4.8019  -2.0405
H  -1.1470  -7.7398  -2.9725
H  1.9227  -5.8996  -0.0771
C  0.5529  2.7730  4.6816
H  -0.0503  4.7188  6.4717
H  0.0963  6.8013  -1.8617
C  1.2048  -0.2791  -3.2685
B  -3.6682  3.5703  -2.6243
H  1.3660  0.0790  -4.2782
H  -1.7985  4.6860  6.2191
H  0.1947  5.9205  1.1394
H  0.6239  4.2906  1.6635
C  0.5829  -4.7283  2.8004
C  -1.9244  -3.1887  -1.7046
H  0.2952  -5.0494  3.7939
H  3.0100  4.5971  -1.9747
H  -2.4030  2.1845  2.2638
H  -2.3596  -4.8539  -4.6043

=====

[4]
DFT (ωB97M-V with the def2-TZVPD basis set) results for a molecular structure, C38H37N5O4PSW at a distorted geometry.

Total charge: +3
HOMO (spin up / spin down) (hartree): -0.527 / -0.527
Energy above the lowest of the compared OMol25 structures with the same formula, charge and spin (kcal/mol): 46.11

Positions of all 87 atoms, in Å:
C  -3.7419  2.0471  2.6004
H  0.9844  2.5204  5.1611
C  -3.3765  4.1269  -2.3080
C  2.3011  0.9223  -1.7466
H  2.8487  -2.4051  -2.4197
O  -2.6643  -5.9560  6.6253
C  0.1696  -0.6601  1.6018
C  -0.5909  -3.7045  5.7581
O  3.1374  1.5391  -2.3380
H  -5.1448  3.9864  4.9955
H  6.4127  -1.3690  -0.9487
C  0.4693  -2.4216  4.0100
H  5.9545  2.4631  -3.2697
N  0.9901  -1.0372  -1.0953
C  -5.9962  2.1897  4.1780
C  1.9500  -0.5086  -2.1140
H  5.4458  0.2752  -3.2288
C  -1.7737  1.1449  -3.8170
C  5.6715  -1.1933  -1.7228
C  1.8237  2.6865  3.1965
C  -3.6936  4.6617  -1.0956
C  4.2619  -1.3568  -1.1488
C  -0.8122  2.4926  2.3145
H  -1.3526  2.2875  4.3725
C  -1.9443  -2.3472  4.2811
H  -3.6697  4.3430  1.0322
H  2.3571  2.9598  1.1354
H  -2.7603  -3.5395  5.8269
H  -4.6136  0.2579  1.7585
N  7.2135  1.0385  -0.6729
N  6.5527  2.3114  -2.4748
H  4.0647  -0.5733  -0.4103
C  -5.0178  3.1702  4.2950
H  0.0081  3.0629  0.4081
O  1.6127  1.3952  -0.6976
H  -3.1187  3.8738  3.5881
C  -0.8192  -1.0026  2.5262
P  -2.3475  1.9759  1.5362
H  3.6564  -1.0814  -3.2122
H  -0.7074  -0.3991  -2.8202
H  1.4888  -1.5780  -0.4100
C  -2.4262  2.3367  -3.6969
S  -0.3083  -4.7687  7.0994
H  -1.6508  0.6770  -4.7872
C  -2.0510  -5.4278  7.4911
H  7.8053  1.7953  -0.3721
C  -3.3271  3.9715  0.0716
N  -1.8740  0.4222  1.1157
H  1.3674  -2.1073  3.4871
H  -2.8141  2.8444  -4.5759
C  0.5618  -3.2833  5.0681
C  -1.2247  0.5382  -2.6733
O  -1.9414  -0.3202  2.3477
C  -5.8557  1.1447  3.2692
C  -2.4389  -5.2235  8.9236
C  -0.7816  -1.9259  3.5995
H  -6.8839  2.2456  4.7969
W  -0.0129  0.6026  0.1516
H  -3.7028  4.6165  -3.2202
C  1.5661  2.7678  1.8434
H  0.3428  -1.6803  -1.5359
H  1.5299  -3.6623  5.3756
H  -2.3100  -4.1777  9.1947
C  -1.3553  1.0799  -1.4090
C  -3.8819  3.1054  3.5043
H  1.4467  -0.4783  -3.0746
C  -2.5805  2.8169  0.0009
H  4.2642  -2.3078  -0.6125
H  -2.9209  -1.9997  3.9606
C  -0.5501  2.4229  3.6590
H  7.0611  3.1052  -2.1263
C  0.7732  2.5389  4.0956
H  5.8305  -1.9581  -2.4804
H  -3.4628  -5.5509  9.0892
C  6.5592  1.1439  -1.8354
N  5.9295  0.1000  -2.3620
C  -4.7284  1.0663  2.4711
H  -1.7649  -5.8076  9.5575
C  -2.6473  2.9144  -2.4223
H  -4.2597  5.5814  -1.0243
H  2.8388  2.7710  3.5631
C  0.2488  2.6300  1.3735
H  -6.6337  0.3965  3.1794
C  -2.1716  2.2579  -1.2589
C  3.1986  -1.3801  -2.2692
H  7.4311  0.1357  -0.2927
C  -1.8520  -3.2204  5.3374

=====

[5]
DFT (ωB97M-V with the def2-TZVPD basis set) results for a molecular structure, C38H37O2PPdSSi at a distorted geometry.

HOMO (spin up / spin down) (hartree): -0.244 / -0.244
Energy above the lowest of the compared OMol25 structures with the same formula, charge and spin (kcal/mol): 48.96

Positions of all 81 atoms, in Å:
C  -5.8425  2.0039  -0.6095
Si  -0.4843  -1.3593  4.9769
H  -2.9006  -0.6672  4.9972
H  1.9643  -1.2398  5.5454
C  2.0658  -4.0418  -2.3694
C  -0.7766  -3.1670  5.5120
C  -4.6065  1.8853  -1.2197
H  5.8857  -0.4770  -3.7572
H  -1.5831  -5.0996  -1.6245
H  -7.0895  3.1837  0.6779
H  0.9835  0.7933  1.2776
C  1.0065  -0.3732  -2.6612
O  -2.1734  -2.7321  -0.3485
H  2.3185  -6.0202  -3.1453
H  -1.1082  -0.3651  -5.3030
H  3.1246  1.9885  1.3057
H  -6.5943  1.2459  -0.7713
H  -0.0371  -6.6727  -2.7200
C  0.3031  -5.6850  -2.4422
C  5.4389  -0.8927  -2.8667
C  3.4823  -1.4094  -1.5708
C  -1.4684  1.8415  0.9572
C  -6.1185  3.0815  0.2169
C  4.2960  -1.9725  -0.5881
C  -1.0289  -2.7655  -0.6975
C  1.0840  -0.6717  5.8298
Pd  -0.2761  -0.8906  -0.0936
H  -1.5136  0.9100  1.5364
H  -0.7459  2.0621  -5.0999
H  0.0302  -3.8078  5.1701
H  -0.8450  -3.2652  6.5921
H  0.0180  -1.9254  -3.7701
C  -0.4576  0.0189  -4.5311
H  -1.6396  3.5682  -1.4948
C  -1.9959  -0.2950  5.4689
H  3.4379  -0.4354  -3.4812
C  -0.5631  -4.8218  -1.8401
C  -5.1484  4.0437  0.4389
H  -1.8751  0.7423  5.1691
C  -2.2820  2.6987  -1.6150
H  -2.1561  -0.3095  6.5441
C  1.6373  -5.3159  -2.6931
C  1.2083  -3.1252  -1.7777
C  2.2400  3.9393  1.2559
O  -2.2314  0.1252  -0.9946
H  -5.3409  4.8781  1.0990
C  1.0517  4.6480  1.2472
C  -0.1383  -3.5138  -1.4409
H  6.3020  -2.4513  -0.0060
C  4.0638  -0.8636  -2.7108
H  3.0851  -3.7399  -2.5718
P  1.6752  -1.4508  -1.3259
C  -0.2571  1.3851  -4.4136
H  1.0740  5.7274  1.2532
C  -0.2047  2.5931  1.1855
C  6.2441  -1.4623  -1.8954
H  -3.1667  4.6965  -0.0189
H  -4.3938  1.0331  -1.8473
H  -2.3708  2.4282  1.1093
C  -0.2784  -1.3277  3.1326
C  0.9962  1.8874  1.2352
H  0.7364  2.9404  -3.3202
C  -0.1904  -1.3752  1.9233
H  1.8400  1.3911  -1.7550
C  1.2026  1.0073  -2.5458
H  0.9973  -0.7220  6.9123
S  -1.3404  1.2869  -0.8195
C  2.2063  2.5544  1.2721
C  5.6684  -2.0036  -0.7568
C  -0.1623  3.9824  1.2127
H  1.2662  0.3651  5.5628
H  3.1869  4.4598  1.2634
C  0.5820  1.8763  -3.4226
H  3.8452  -2.3985  0.2983
C  0.1663  -0.8592  -3.6624
C  -3.9129  3.9291  -0.1717
H  -1.0835  4.5476  1.2162
H  7.3162  -1.4897  -2.0307
H  -2.3219  2.4095  -2.6652
C  -3.6272  2.8539  -1.0115
H  -1.6975  -3.5505  5.0836